No. 1
The following is a quantum chemistry calculation of C37H43NiO3Si as an isolated structure in a non-equilibrium geometry, from the OMol25 dataset.

Its multiplicity is 3. As for the charge: -1. The strongest force on any atom is 2.5 eV Å⁻¹. The LUMO energy (alpha / beta) comes out at 0.0878 / 0.0877 Eh. The value obtained for the relative energy (zero: lowest compared OMol25 entry of this formula, charge and spin) is 4.4 kcal/mol. The frontier orbital gap (alpha / beta) comes out at 6.186 / 6.413 eV. For the electronic energy, the calculation gives -3459.1638 hartree.

Cartesian coordinates (Å):
1 Ni -0.0802 1.0155 -0.0487
2 Si -1.0057 -0.7478 2.7002
3 O 1.3531 -1.6441 -4.1151
4 O 2.7363 0.6314 -4.7916
5 O -0.2429 -0.4292 1.3397
6 C -3.8292 -0.6161 3.2902
7 C -0.7518 0.7864 5.0550
8 C -3.0914 -2.3795 1.7919
9 C 3.0279 2.0223 -6.9354
10 C -1.1976 0.8043 3.7348
11 C 2.8557 -1.6686 -2.2309
12 C -1.8567 1.9232 3.2140
13 C 0.1945 3.6352 0.5032
14 C -5.4191 -2.2299 2.4535
15 C -1.6464 0.3264 -1.4554
16 C 1.0945 -3.9020 5.4482
17 C 0.3430 3.4862 1.8926
18 C -0.2991 -3.7726 5.5065
19 C -4.3966 -2.8733 1.7432
20 C 3.8424 -0.2264 -6.5031
21 C 1.0514 2.6659 -0.1492
22 C 2.1075 -0.3050 -2.2462
23 C -3.0452 1.4759 -0.0108
24 C 1.1711 2.3673 2.1588
25 C -0.2158 -2.0705 3.7627
26 C -2.0886 3.0318 4.0230
27 C 2.6350 0.7124 -6.2596
28 C 1.1697 -2.2499 3.6672
29 C -1.6653 3.0156 5.3535
30 C -5.1381 -1.1016 3.2253
31 C 0.9505 -0.6291 -3.1997
32 C -1.3450 1.7589 -1.5483
33 C -1.0219 1.8907 5.8695
34 C 1.2899 0.2229 -6.7159
35 C 1.8243 -3.1668 4.5053
36 C -2.8093 -1.2552 2.5780
37 C 2.2260 -2.5210 -3.3566
38 C -2.2774 2.4423 -0.6931
39 C 1.6374 1.8303 0.9188
40 C -2.6332 0.1808 -0.4374
41 C -0.9501 -2.8571 4.6695
42 C 3.8618 -0.2944 -4.9867
43 H 3.6172 -1.1704 -7.0095
44 H 0.5799 1.0395 -6.5327
45 H 2.9117 -3.2761 4.4391
46 H -6.4448 -2.5959 2.3763
47 H 2.4590 1.1158 0.7731
48 H -0.4226 4.3916 0.0161
49 H -2.1995 1.9122 2.1718
50 H 1.3095 0.0161 -7.7968
51 H -0.0882 4.1467 2.6494
52 H -4.6061 -3.7692 1.1605
53 H 4.7698 0.0533 -4.4670
54 H -0.8783 -4.3629 6.2277
55 H 2.7388 0.5460 -2.5414
56 H -1.8186 3.8983 5.9702
57 H -3.6184 0.2368 3.9369
58 H -2.0368 -2.7329 4.7465
59 H -2.4397 3.5195 -0.6614
60 H -0.6693 2.2129 -2.2732
61 H 1.7393 -1.6363 2.9578
62 H 2.2979 2.8016 -6.7167
63 H 2.6240 -2.1803 -1.2968
64 H 1.4826 2.0400 3.1490
65 H -3.0960 -0.7496 -0.1147
66 H -0.7229 1.8446 6.9142
67 H -0.2512 -0.1070 5.4455
68 H 0.5326 0.2018 -3.7757
69 H -2.5971 3.8965 3.5968
70 H 1.7047 -0.0314 -1.2589
71 H 1.5897 -3.3428 -2.9719
72 H -2.2868 -2.8763 1.2442
73 H 0.1507 -1.1057 -2.6030
74 H 1.4784 2.7614 -1.1467
75 H 3.0451 1.8544 -8.0268
76 H 2.9826 -2.9669 -4.0210
77 H -1.3706 -0.4148 -2.1963
78 H 3.9401 -1.5436 -2.3210
79 H -3.8568 1.6732 0.6920
80 H 4.7511 0.2580 -6.8839
81 H -5.9266 -0.5924 3.7839
82 H 0.9874 -0.6724 -6.1623
83 H 3.6396 -1.3284 -4.7055
84 H 4.0234 2.3464 -6.6056
85 H 1.6100 -4.5966 6.1168

=====

No. 2
The following is a quantum chemistry calculation of C37H44AsF3N4O3S5Tc as an isolated structure in a non-equilibrium geometry, from the OMol25 dataset.

As for the charge: +1. The strongest force on any atom is 1.5 eV Å⁻¹. The LUMO energy comes out at -0.1817 Eh. The value obtained for the relative energy (zero: lowest compared OMol25 entry of this formula, charge and spin) is 61.6 kcal/mol. The frontier orbital gap comes out at 4.807 eV. For the electronic energy, the calculation gives -6487.9711 hartree.

Cartesian coordinates (Å):
1 Tc -1.2635 -0.9446 -0.2645
2 As -4.8806 0.4182 -2.3340
3 S -5.0337 0.7743 -4.3153
4 S -1.4644 -1.5023 -2.9970
5 S -2.8324 -2.6397 0.0922
6 S -5.2880 -1.7728 -2.1407
7 S -4.8118 -2.0822 -0.1721
8 F -0.7455 0.8336 -3.9987
9 F 0.7372 -0.7246 -4.2251
10 F -1.0348 -0.7196 -5.4720
11 O -0.4020 -2.0089 -2.0901
12 O -2.2320 -0.4978 -2.2028
13 O -2.2262 -2.4477 -3.7288
14 N -2.1533 0.2709 0.9914
15 N 1.6980 -1.9935 -0.0354
16 N -0.1409 0.7322 -0.6837
17 N -0.2907 -1.5162 1.3451
18 C 1.6633 -3.3773 -0.3073
19 C -4.3827 0.9579 3.9097
20 C -0.4290 4.2685 -1.9295
21 C -2.1337 2.1459 -0.4411
22 C 2.5254 -4.9076 -2.2544
23 C 2.3843 -3.6022 -1.5399
24 C -3.7407 1.8277 1.5802
25 C 0.9373 -3.6817 0.7785
26 C -0.5360 -1.3082 2.6158
27 C 0.9737 -2.2085 1.2570
28 C 5.0908 -2.0724 -2.8176
29 C -0.8514 1.8772 -0.9107
30 C -0.2379 5.1973 -0.7207
31 C 0.7274 -1.3931 4.9116
32 C 1.6272 -2.0534 2.6110
33 C -1.7433 -0.7091 3.0985
34 C 2.4268 2.9514 -2.3430
35 C -3.6187 0.9865 2.6260
36 C -2.7310 1.4066 0.5883
37 C 2.1409 0.0601 -1.3728
38 C -3.8223 1.9243 4.9655
39 C -2.5303 0.0397 2.2887
40 C 0.6545 -1.6521 3.4386
41 C -3.9013 4.3298 1.8480
42 C 2.2144 -1.3286 -1.0394
43 C -0.0076 2.8686 -1.6116
44 C 1.1327 0.9468 -1.1934
45 C 2.5360 2.6805 -3.8516
46 C 3.5941 -2.0501 -3.1576
47 C 2.7634 -2.3634 -1.9537
48 C 3.0473 -2.4228 2.8939
49 C 1.2039 2.3224 -1.7550
50 C -0.5770 -0.4594 -4.2655
51 C 4.0451 -1.3791 2.3697
52 C -4.6149 3.0322 1.4366
53 C 0.9420 0.0982 5.2080
54 C 1.4389 -5.0470 -3.3334
55 H 1.5405 -1.9747 5.3451
56 H -0.5052 6.2230 -0.9763
57 H 1.6998 3.1360 -4.3844
58 H 2.3900 4.0277 -2.1711
59 H 5.3328 -1.3298 -2.0535
60 H -4.5909 5.1735 1.8141
61 H -4.0018 2.9609 4.6799
62 H -1.9435 -0.7287 4.1627
63 H -3.5034 4.2525 2.8603
64 H -4.9445 3.1170 0.3982
65 H 1.5584 -4.2880 -4.1076
66 H 0.4685 -4.5570 1.2032
67 H 3.2618 -3.3904 2.4323
68 H 0.1597 0.7089 4.7523
69 H -3.0651 4.5497 1.1802
70 H -4.3070 1.7548 5.9271
71 H 2.9271 0.4066 -2.0309
72 H -2.5875 3.0838 -0.7332
73 H 1.9021 0.4320 4.8107
74 H 0.1586 4.6355 -2.7709
75 H 2.5189 1.6098 -4.0681
76 H -2.7460 1.7890 5.0955
77 H 1.4922 -6.0283 -3.8035
78 H 3.9625 -1.2493 1.2896
79 H -5.4242 1.2086 3.7035
80 H -0.1987 -1.7321 5.3830
81 H -5.5081 2.8964 2.0486
82 H 0.8020 5.1870 -0.3898
83 H -1.4758 4.2778 -2.2411
84 H 3.3827 -2.7776 -3.9413
85 H 5.3873 -3.0526 -2.4406
86 H 3.8735 -0.4102 2.8422
87 H 5.0656 -1.6901 2.5935
88 H 3.4616 3.0979 -4.2487
89 H 0.4445 -4.9232 -2.9016
90 H 3.5159 -4.9765 -2.7063
91 H -4.3671 -0.0604 4.3032
92 H 3.3157 2.5810 -1.8289
93 H 2.4322 -5.7231 -1.5373
94 H 3.3217 -1.0711 -3.5541
95 H 3.1825 -2.5354 3.9697
96 H -0.8585 4.8795 0.1197
97 H 5.6868 -1.8555 -3.7039
98 H 0.9355 0.2803 6.2825